ORCA calculation (ωB97M-V/def2-TZVPD) on a structure of composition C2N5O5 in a non-equilibrium geometry.

For the energy above the lowest of the compared OMol25 structures with the same formula, charge and spin, the calculation gives 1.613 eV. Its orbital gap (spin up / spin down) is 7.4 / 7.4 eV. The charge is -1.

Geometry (Å):
C1 0.33 -1.09 -1.47
C2 -1.13 2.30 3.62
N1 1.47 -0.49 -1.14
N2 1.29 0.35 -0.13
N3 -0.74 -0.82 -0.82
N4 0.10 0.32 0.34
N5 0.33 -1.78 -2.70
O1 -0.93 3.26 3.04
O2 -0.40 0.83 1.34
O3 -0.76 -1.86 -3.22
O4 -1.35 1.40 4.26
O5 1.35 -2.23 -3.16


ORCA calculation (ωB97M-V/def2-TZVPD) on a cluster of 2 separate species, C2O2 in total in a non-equilibrium geometry.

For the energy above the lowest of the compared OMol25 structures with the same formula, charge and spin, the calculation gives 0.976 eV. Its orbital gap is 11.8 eV.

Geometry (Å):
C1 0.80 0.15 -0.60
C2 -0.77 -0.74 0.38
O1 -0.40 -0.43 1.40
O2 0.36 1.02 -1.18


ORCA calculation (ωB97M-V/def2-TZVPD) on a cluster of 2 separate species, C2O2S2 in total in a non-equilibrium geometry.

For the energy above the lowest of the compared OMol25 structures with the same formula, charge and spin, the calculation gives 0.359 eV. Its orbital gap is 10.6 eV. As for the structure (SMILES): O=C=S.O=C=S.

Geometry (Å):
O1 -1.95 -1.17 1.11
C1 -1.76 -0.39 0.26
S1 -1.67 0.73 -0.88
O2 0.70 -0.34 0.17
C2 1.71 0.24 -0.07
S2 2.97 0.94 -0.60


ORCA calculation (ωB97M-V/def2-TZVPD) on a structure of composition C2O4Sc in a non-equilibrium geometry.

For the energy above the lowest of the compared OMol25 structures with the same formula, charge and spin, the calculation gives 0.256 eV. Its orbital gap (spin up / spin down) is 6.8 / 6.8 eV. The charge is +1.

Geometry (Å):
O1 1.54 0.33 0.79
C1 2.36 0.94 0.24
O2 3.28 1.45 -0.24
Sc1 -0.39 -0.66 0.91
O3 -2.39 -0.80 0.58
C2 -1.87 -0.79 -0.64
O4 -2.53 -0.47 -1.64


ORCA calculation (ωB97M-V/def2-TZVPD) on a cluster of 2 separate species, C2S3 in total in a non-equilibrium geometry.

For the energy above the lowest of the compared OMol25 structures with the same formula, charge and spin, the calculation gives 0.131 eV. Its orbital gap is 9.3 eV.

Geometry (Å):
C1 1.55 -0.05 0.15
C2 -1.89 0.02 0.48
S1 1.48 0.91 1.39
S2 1.23 -0.93 -1.07
S3 -2.37 0.04 -0.95


ORCA calculation (ωB97M-V/def2-TZVPD) on a structure of composition C30H17CuF4N8O.

For the energy above the lowest of the compared OMol25 structures with the same formula, charge and spin, the calculation gives 0.000 eV. As for the multiplicity: 2. Its expectation value of S² is 0.761. Its orbital gap (spin up / spin down) is 4.5 / 4.5 eV. The charge is +1.

Geometry (Å):
Cu1 1.61 0.43 -2.11
C1 -0.18 -1.52 -3.79
N1 1.12 -0.88 -3.53
C2 2.18 -1.29 -4.16
C3 3.43 -0.78 -3.75
C4 4.75 -0.95 -4.18
C5 5.53 -0.18 -3.32
C6 4.67 0.42 -2.41
N2 3.40 0.06 -2.67
C7 -0.40 -2.69 -2.86
C8 -0.30 -3.99 -3.33
C9 -0.45 -5.07 -2.47
C10 -0.72 -4.86 -1.13
C11 -0.82 -3.56 -0.65
C12 -0.67 -2.49 -1.51
H1 -0.22 -1.85 -4.83
H2 -0.96 -0.77 -3.67
H3 2.09 -2.01 -4.97
H4 5.08 -1.56 -5.00
H5 6.60 -0.07 -3.34
H6 4.91 1.08 -1.59
H7 -0.10 -4.16 -4.38
H8 -0.38 -6.08 -2.86
H9 -0.85 -5.70 -0.46
H10 -1.05 -3.39 0.40
H11 -0.76 -1.48 -1.12
N3 1.33 1.90 4.84
C13 0.59 1.25 3.94
O1 -0.56 0.87 4.12
C14 1.20 1.03 2.57
C15 1.04 -0.20 1.95
C16 1.43 -0.32 0.63
N4 1.91 0.71 -0.08
C17 2.11 1.88 0.54
C18 1.79 2.07 1.87
H12 0.92 2.13 5.74
H13 2.30 2.13 4.67
H14 0.59 -1.03 2.47
H15 1.33 -1.27 0.10
H16 2.51 2.68 -0.06
H17 1.93 3.05 2.32
F1 -0.89 2.96 0.47
C19 -1.91 2.46 1.16
C20 -2.07 2.82 2.44
F2 -1.20 3.65 2.98
C21 -3.17 2.33 3.25
C22 -4.17 1.57 2.51
C23 -4.00 1.22 1.22
F3 -4.92 0.48 0.62
C24 -2.80 1.55 0.48
C25 -2.52 1.04 -0.75
C26 -1.23 1.18 -1.34
N5 -0.21 1.23 -1.87
C27 -3.38 0.19 -1.52
N6 -3.98 -0.52 -2.20
F4 -5.25 1.18 3.14
C28 -3.24 2.53 4.59
C29 -2.19 3.17 5.34
N7 -1.37 3.64 5.99
C30 -4.31 2.07 5.42
N8 -5.14 1.73 6.14


ORCA calculation (ωB97M-V/def2-TZVPD) on a structure of composition C30H18CdF15N3S.

For the energy above the lowest of the compared OMol25 structures with the same formula, charge and spin, the calculation gives 0.764 eV. Its orbital gap is 6.0 eV. The charge is -2.

Geometry (Å):
Cd1 0.19 0.50 -0.34
C1 2.36 2.69 0.87
N1 2.37 1.49 0.05
C2 3.03 1.73 -1.25
C3 2.18 1.32 -2.44
N2 2.10 -0.13 -2.45
C4 1.48 -0.76 -3.44
C5 1.70 -2.16 -3.62
F1 2.49 -2.80 -2.73
C6 1.20 -2.89 -4.66
F2 1.51 -4.20 -4.78
C7 0.39 -2.30 -5.63
F3 -0.06 -3.01 -6.69
C8 0.08 -0.97 -5.47
F4 -0.74 -0.39 -6.37
C9 0.57 -0.23 -4.42
F5 0.11 1.03 -4.29
C10 2.99 0.36 0.74
C11 2.33 0.01 2.06
N3 0.90 0.01 1.91
C12 0.12 -0.44 2.88
C13 -1.31 -0.39 2.72
F6 -1.80 0.21 1.62
C14 -2.22 -0.89 3.61
F7 -3.53 -0.81 3.35
C15 -1.80 -1.47 4.80
F8 -2.69 -1.97 5.69
C16 -0.44 -1.49 5.05
F9 -0.01 -2.02 6.21
C17 0.47 -1.00 4.14
F10 1.77 -1.06 4.56
H1 3.38 3.01 1.14
H2 1.86 3.49 0.34
H3 1.80 2.51 1.79
H4 3.27 2.80 -1.34
H5 3.97 1.17 -1.30
H6 1.21 1.83 -2.36
H7 2.67 1.68 -3.35
H8 2.91 -0.49 0.05
H9 4.06 0.55 0.95
H10 2.72 -0.97 2.36
H11 2.64 0.73 2.84
F11 -5.82 4.72 0.15
C18 -4.52 4.38 0.03
C19 -4.16 3.16 -0.51
F12 -5.12 2.32 -0.92
C20 -2.83 2.83 -0.65
F13 -2.54 1.65 -1.20
C21 -1.78 3.66 -0.23
S1 -0.12 3.29 -0.41
C22 -2.20 4.88 0.32
F14 -1.28 5.76 0.76
C23 -3.52 5.24 0.45
F15 -3.86 6.43 0.98
C24 -1.01 -1.24 -0.93
C25 -0.74 -2.34 0.03
C26 0.56 -2.81 0.25
C27 0.83 -3.81 1.16
C28 -0.21 -4.39 1.89
C29 -1.50 -3.95 1.68
C30 -1.77 -2.94 0.76
H12 -2.07 -0.99 -0.94
H13 -0.69 -1.50 -1.94
H14 1.37 -2.35 -0.31
H15 1.85 -4.14 1.32
H16 0.00 -5.18 2.60
H17 -2.32 -4.39 2.24
H18 -2.79 -2.60 0.62


ORCA calculation (ωB97M-V/def2-TZVPD) on a structure of composition C30H19BrN4ORuSe.

For the energy above the lowest of the compared OMol25 structures with the same formula, charge and spin, the calculation gives 2.111 eV. As for the multiplicity: 6. Its expectation value of S² is 8.834. Its orbital gap (spin up / spin down) is 5.7 / 5.8 eV. The charge is +1.

Geometry (Å):
Ru1 -0.23 0.52 0.19
Br1 6.86 3.27 -0.20
C1 5.30 2.22 -0.12
C2 5.40 0.84 -0.20
C3 4.24 0.08 -0.14
C4 3.03 0.71 0.01
O1 1.84 -0.11 0.06
C5 2.86 2.10 0.11
C6 1.69 2.86 0.29
N1 0.39 2.40 0.42
C7 -0.64 3.32 0.61
C8 -0.56 4.70 0.65
C9 -1.71 5.49 0.87
C10 -2.94 4.93 1.06
C11 -3.07 3.52 1.03
C12 -4.29 2.84 1.22
C13 -4.33 1.47 1.18
C14 -3.15 0.76 0.93
N2 -2.00 1.38 0.73
C15 -1.93 2.74 0.79
C16 4.08 2.84 0.03
H1 6.36 0.36 -0.32
H2 4.29 -1.00 -0.20
H3 1.84 3.92 0.37
H4 0.39 5.21 0.51
H5 -1.60 6.56 0.90
H6 -3.81 5.54 1.25
H7 -5.19 3.41 1.41
H8 -5.25 0.92 1.33
H9 -3.15 -0.32 0.88
H10 4.03 3.91 0.10
Se1 -1.49 -2.71 0.38
N3 -0.92 -1.17 -0.52
C17 -1.85 -0.95 -1.54
C18 -1.72 0.04 -2.50
C19 -2.78 0.25 -3.39
C20 -3.92 -0.54 -3.34
C21 -4.04 -1.55 -2.40
C22 -3.00 -1.78 -1.49
N4 -3.04 -2.74 -0.53
H11 -0.80 0.60 -2.61
H12 -2.69 1.02 -4.15
H13 -4.72 -0.37 -4.05
H14 -4.92 -2.18 -2.36
C23 2.00 -1.41 0.29
C24 2.03 -2.58 0.52
C25 2.08 -3.99 0.78
C26 2.44 -4.45 2.05
C27 2.46 -5.81 2.31
C28 2.12 -6.72 1.31
C29 1.76 -6.26 0.05
C30 1.74 -4.90 -0.22
H15 2.70 -3.74 2.82
H16 2.75 -6.17 3.29
H17 2.14 -7.78 1.52
H18 1.50 -6.97 -0.73
H19 1.46 -4.54 -1.20


ORCA calculation (ωB97M-V/def2-TZVPD) on a structure of composition C30H19Cl5IrN7O2Se in a non-equilibrium geometry.

For the energy above the lowest of the compared OMol25 structures with the same formula, charge and spin, the calculation gives 3.523 eV. Its orbital gap (spin up / spin down) is 5.7 / 5.6 eV.

Geometry (Å):
Ir1 0.05 0.72 0.12
C1 -2.45 2.23 3.50
C2 -1.79 1.34 2.50
N1 -1.15 1.76 1.46
O1 -1.22 3.14 1.24
C3 -1.85 -0.12 2.64
C4 -2.35 -0.79 3.88
N2 -1.44 -0.76 1.60
O2 -1.51 -2.12 1.78
H1 -2.57 3.23 3.10
H2 -1.85 2.27 4.41
H3 -3.43 1.83 3.78
H4 -0.43 3.50 1.67
H5 -2.55 -0.08 4.67
H6 -1.61 -1.51 4.23
H7 -3.26 -1.36 3.66
Se1 1.32 2.98 -7.03
N3 2.26 2.02 -5.85
C5 1.52 1.87 -4.79
C6 1.96 1.15 -3.60
C7 3.19 0.52 -3.50
C8 3.46 -0.14 -2.31
C9 2.56 -0.15 -1.27
N4 1.37 0.50 -1.33
C10 1.07 1.11 -2.52
C11 -0.24 1.68 -2.59
N5 -0.99 1.48 -1.48
C12 -2.25 1.97 -1.50
C13 -2.76 2.68 -2.56
C14 -1.99 2.89 -3.69
C15 -0.71 2.37 -3.71
C16 0.21 2.49 -4.84
N6 -0.09 3.12 -5.94
H8 3.89 0.55 -4.32
H9 4.40 -0.68 -2.18
H10 2.77 -0.66 -0.35
H11 -2.83 1.78 -0.61
H12 -3.78 3.05 -2.50
H13 -2.36 3.44 -4.55
Cl1 1.92 3.31 0.96
C17 2.26 1.84 1.86
C18 1.57 0.66 1.54
C19 2.08 -0.47 2.20
Cl2 1.52 -2.04 1.71
C20 3.06 -0.43 3.19
Cl3 3.57 -1.86 4.00
C21 3.63 0.79 3.54
Cl4 4.82 0.88 4.78
C22 3.24 1.93 2.84
Cl5 4.00 3.44 3.22
C23 -1.02 -1.59 -1.38
C24 -0.88 -2.66 -0.58
C25 0.17 -3.64 -0.79
C26 0.15 -4.83 -0.18
C27 -0.95 -5.15 0.73
C28 -1.90 -4.26 1.06
C29 -1.84 -2.85 0.56
C30 -1.01 -6.48 1.27
N7 -1.03 -7.54 1.69
H14 -1.90 -0.98 -1.33
H15 -0.36 -1.42 -2.23
H16 0.95 -3.39 -1.51
H17 0.90 -5.58 -0.36
H18 -2.68 -4.52 1.76
H19 -2.84 -2.50 0.27


ORCA calculation (ωB97M-V/def2-TZVPD) on a structure of composition C30H19ClFN3O5Tc in a non-equilibrium geometry.

For the energy above the lowest of the compared OMol25 structures with the same formula, charge and spin, the calculation gives 0.000 eV. As for the multiplicity: 4. Its expectation value of S² is 3.796. Its orbital gap (spin up / spin down) is 5.7 / 5.1 eV.

Geometry (Å):
Tc1 12.17 14.65 9.02
Cl1 15.35 9.40 12.91
C1 14.43 10.71 12.26
C2 13.38 11.26 12.98
C3 12.67 12.30 12.44
C4 12.97 12.81 11.16
O1 12.22 13.79 10.69
C5 14.05 12.25 10.44
C6 14.45 12.67 9.05
N1 14.01 13.98 8.64
C7 14.74 14.66 7.72
C8 16.06 14.45 7.32
C9 16.64 15.24 6.33
C10 15.94 16.24 5.70
C11 14.61 16.50 6.06
C12 13.79 17.47 5.45
C13 12.50 17.63 5.88
C14 12.01 16.84 6.91
N2 12.74 15.90 7.51
C15 14.02 15.73 7.10
C16 14.77 11.22 11.02
H1 13.12 10.86 13.95
H2 11.85 12.76 12.97
H3 15.55 12.60 9.00
H4 16.66 13.67 7.77
H5 17.67 15.05 6.05
H6 16.40 16.82 4.92
H7 14.20 18.08 4.65
H8 11.84 18.35 5.42
H9 10.99 16.96 7.25
H10 15.60 10.80 10.49
O2 5.89 17.85 10.37
C17 6.82 18.05 9.63
O3 7.20 18.88 8.82
C18 8.02 16.99 9.65
C19 9.07 17.23 10.53
C20 10.21 16.47 10.41
N3 10.37 15.56 9.45
C21 9.35 15.33 8.61
C22 8.15 16.02 8.66
C23 9.66 14.24 7.59
O4 8.82 13.80 6.84
O5 10.90 13.88 7.63
H11 8.98 17.98 11.30
H12 11.05 16.59 11.09
H13 7.38 15.80 7.95
F1 14.80 6.29 9.23
C24 14.57 7.59 8.92
C25 15.50 8.27 8.16
C26 15.27 9.60 7.86
C27 14.12 10.24 8.31
C28 13.87 11.68 7.98
C29 13.20 9.53 9.07
C30 13.42 8.20 9.38
H14 16.38 7.75 7.80
H15 15.98 10.14 7.26
H16 12.80 11.87 7.90
H17 14.34 11.94 7.03
H18 12.31 10.02 9.42
H19 12.71 7.63 9.97


ORCA calculation (ωB97M-V/def2-TZVPD) on a cluster of 6 separate species, C30H20BF4O20 in total in a non-equilibrium geometry.

For the energy above the lowest of the compared OMol25 structures with the same formula, charge and spin, the calculation gives 2.062 eV. Its orbital gap is 6.1 eV. The charge is -1.

Geometry (Å):
B1 7.62 23.96 38.07
F1 7.06 24.12 39.31
F2 8.65 23.14 38.08
F3 6.52 23.32 37.26
F4 7.83 25.27 37.53
C1 11.69 24.51 33.95
C2 12.50 25.71 33.64
C3 12.83 26.81 34.74
O1 13.51 27.84 34.53
C4 12.23 26.52 36.04
C5 11.33 25.31 36.29
C6 11.01 24.31 35.27
O2 10.17 23.42 35.48
O3 10.84 24.98 37.63
O4 13.01 25.95 32.45
H1 11.51 23.79 33.19
H2 12.14 27.01 36.90
H3 10.34 24.20 37.73
H4 13.52 26.63 32.43
C7 5.81 20.91 31.93
C8 7.18 21.43 31.66
C9 7.95 21.91 32.77
O5 9.01 22.40 32.65
C10 7.37 21.93 34.10
C11 5.92 21.39 34.32
C12 5.15 20.87 33.17
O6 4.08 20.31 33.29
O7 5.30 21.74 35.48
O8 7.66 21.45 30.40
H5 5.23 20.60 31.17
H6 7.81 22.37 34.90
H7 5.73 22.23 36.09
H8 8.58 21.59 30.26
C13 5.92 24.96 32.06
C14 4.71 24.45 32.86
C15 4.45 24.71 34.33
O9 3.40 24.31 34.82
C16 5.60 25.34 35.05
C17 6.90 25.82 34.28
C18 7.06 25.65 32.69
O10 8.02 25.87 32.16
O11 7.93 26.24 34.89
O12 3.68 23.75 32.31
H9 5.80 24.86 31.05
H10 5.76 25.47 36.08
H11 7.77 26.19 35.80
H12 3.08 23.36 32.87
C19 9.30 18.34 36.42
C20 9.59 19.78 36.85
C21 10.98 20.19 37.13
O13 11.05 21.47 37.44
C22 11.93 19.20 37.08
C23 11.81 17.79 36.53
C24 10.34 17.41 36.08
O14 10.13 16.31 35.59
O15 12.67 16.82 36.51
O16 8.60 20.66 37.18
H13 8.40 18.14 36.24
H14 13.01 19.42 37.14
H15 13.54 17.27 36.56
H16 9.04 21.48 37.00
C25 3.71 19.31 40.28
C26 5.03 18.53 39.82
C27 6.26 19.23 39.42
O17 7.34 18.70 39.16
C28 6.19 20.69 39.43
C29 4.95 21.54 39.94
C30 3.78 20.74 40.41
O18 2.78 21.31 40.86
O19 4.83 22.88 39.94
O20 5.03 17.15 39.59
H17 2.95 18.80 40.35
H18 6.82 21.37 39.02
H19 5.80 23.27 39.71
H20 5.86 16.94 39.09


ORCA calculation (ωB97M-V/def2-TZVPD) on a structure of composition C30H20ClF6N6O11S2Tb in a non-equilibrium geometry.

As for the multiplicity: 7. Its expectation value of S² is 12.606. Its orbital gap (spin up / spin down) is 8.6 / 8.6 eV.

Geometry (Å):
Tb1 -0.91 0.62 -0.16
O1 1.08 3.72 -5.06
C1 2.04 2.86 -4.79
O2 3.07 2.81 -5.43
C2 1.83 1.92 -3.64
C3 2.79 1.02 -3.18
Cl1 4.34 0.72 -3.77
N1 2.25 0.29 -2.18
N2 0.99 0.68 -1.95
C4 0.72 1.66 -2.80
C5 -0.67 2.25 -2.77
O3 -0.93 3.21 -3.47
O4 -1.49 1.67 -1.96
C6 2.84 -0.77 -1.43
C7 2.16 -1.97 -1.32
C8 2.71 -3.01 -0.59
C9 3.95 -2.84 0.03
C10 4.62 -1.64 -0.08
C11 4.07 -0.59 -0.82
H1 0.29 3.61 -4.46
H2 1.19 -2.08 -1.79
H3 2.18 -3.95 -0.50
H4 4.38 -3.65 0.60
H5 5.57 -1.50 0.41
H6 4.58 0.36 -0.88
N3 -2.61 -2.90 -0.05
C12 -2.20 -2.47 1.20
C13 -2.43 -3.36 2.26
C14 -2.10 -2.97 3.54
C15 -1.56 -1.70 3.74
C16 -1.37 -0.91 2.63
N4 -1.66 -1.28 1.37
C17 -2.46 -2.38 -1.33
C18 -3.33 -2.88 -2.31
C19 -3.17 -2.49 -3.61
C20 -2.13 -1.63 -3.93
C21 -1.33 -1.18 -2.91
N5 -1.48 -1.51 -1.61
H7 -3.21 -3.70 -0.02
H8 -2.87 -4.33 2.07
H9 -2.26 -3.64 4.37
H10 -1.31 -1.34 4.72
H11 -0.98 0.09 2.76
H12 -4.12 -3.56 -2.02
H13 -3.85 -2.86 -4.38
H14 -1.95 -1.31 -4.95
H15 -0.50 -0.54 -3.14
F1 -2.64 4.25 -1.07
C22 -1.87 4.18 -0.01
F2 -0.67 3.67 -0.34
F3 -1.69 5.38 0.50
S1 -2.64 3.07 1.31
O5 -1.72 1.92 1.40
O6 -2.75 3.89 2.47
N6 -4.03 2.67 0.70
S2 -4.38 1.18 0.33
O7 -3.24 0.40 -0.14
O8 -5.59 1.06 -0.41
C23 -4.79 0.43 1.97
F4 -3.86 0.74 2.88
F5 -5.96 0.86 2.39
F6 -4.83 -0.90 1.83
O9 2.38 -1.53 2.71
C24 2.95 -0.33 2.86
C25 4.00 -0.20 3.77
C26 4.61 1.03 3.95
C27 4.18 2.16 3.22
C28 3.15 2.05 2.32
C29 2.50 0.82 2.12
C30 1.40 0.72 1.19
O10 0.94 1.74 0.58
O11 0.85 -0.43 0.94
H16 1.71 -1.43 2.00
H17 4.32 -1.07 4.32
H18 5.43 1.12 4.65
H19 4.67 3.11 3.37
H20 2.80 2.91 1.76